(1)
Entry from the Open Molecules 2025 dataset: a cluster of 10 separate species, C23H52B2F20N5O9P in total (ωB97M-V/def2-TZVPD).

Atoms and positions in Å:
C1 0.993 -0.797 -5.312
C2 2.496 -1.148 -5.159
O1 3.001 -2.168 -5.594
N1 3.388 -0.155 -4.372
H1 2.995 0.002 -3.455
H2 4.252 -0.640 -4.175
C3 3.786 1.096 -5.224
H3 0.926 0.289 -5.375
H4 0.397 -1.133 -4.464
H5 0.552 -1.369 -6.129
H6 2.847 1.626 -5.386
H7 4.268 0.827 -6.164
H8 4.357 1.741 -4.555
C4 7.048 -0.140 3.926
C5 6.061 0.694 3.167
O2 6.329 1.607 2.418
N2 4.608 0.270 3.126
H9 4.334 0.272 2.153
H10 4.588 -0.711 3.364
C6 3.714 1.153 4.003
H11 7.024 -1.114 3.437
H12 6.706 -0.150 4.961
H13 7.997 0.396 3.921
H14 2.739 0.666 3.973
H15 3.759 2.181 3.643
H16 4.131 1.223 5.007
C7 3.230 7.471 -0.496
C8 2.583 6.319 -1.195
O3 3.284 5.389 -1.638
N3 1.120 6.215 -1.295
H17 0.901 5.229 -1.277
H18 0.556 6.690 -0.605
C9 0.606 6.701 -2.666
H19 4.092 7.956 -0.954
H20 3.708 7.196 0.444
H21 2.582 8.347 -0.462
H22 0.559 7.770 -2.875
H23 -0.248 6.058 -2.879
H24 1.314 6.471 -3.462
C10 -6.634 4.064 1.962
C11 -5.624 3.290 2.752
O4 -5.577 3.462 3.967
N4 -4.790 2.182 2.059
H25 -5.121 1.279 2.365
H26 -4.909 2.286 1.062
C12 -3.284 2.343 2.419
H27 -6.300 4.412 0.985
H28 -6.874 4.920 2.592
H29 -7.550 3.489 1.825
H30 -3.148 2.123 3.478
H31 -2.919 3.315 2.088
H32 -2.748 1.563 1.877
C13 2.058 -6.131 -0.219
C14 1.265 -4.907 -0.299
O5 1.655 -4.034 -1.087
N5 -0.037 -4.794 0.550
H33 -0.420 -5.709 0.739
H34 0.244 -4.383 1.429
C15 -1.115 -3.874 -0.161
H35 1.557 -6.921 -0.780
H36 2.237 -6.437 0.811
H37 2.981 -5.888 -0.745
H38 -0.640 -2.955 -0.504
H39 -1.941 -3.865 0.551
H40 -1.409 -4.458 -1.034
C16 -5.527 1.306 -3.438
O6 -6.094 0.220 -4.185
O7 -6.395 1.424 -2.372
C17 -4.003 1.359 -3.156
F1 -3.209 1.332 -4.286
F2 -3.578 2.350 -2.308
F3 -3.675 0.252 -2.476
C18 -5.997 0.360 -5.611
C19 -6.704 -0.773 -6.204
H41 -6.282 -1.759 -6.008
H42 -7.759 -0.811 -5.933
H43 -6.759 -0.623 -7.282
H44 -4.960 0.468 -5.929
H45 -6.627 1.179 -5.958
H46 -5.659 2.244 -3.978
C20 -5.258 -2.981 3.836
O8 -3.912 -2.770 4.024
O9 -5.689 -2.090 2.851
C21 -5.422 -4.500 3.584
F4 -5.423 -4.961 2.291
F5 -4.395 -5.160 4.228
F6 -6.653 -4.935 4.056
C22 -3.512 -2.196 5.238
C23 -1.933 -2.071 5.125
H47 -1.554 -3.063 4.880
H48 -1.520 -1.405 4.368
H49 -1.447 -1.802 6.063
H50 -3.848 -2.672 6.159
H51 -3.758 -1.138 5.327
H52 -5.831 -2.841 4.752
P1 7.364 -2.483 -1.445
F7 6.845 -3.941 -1.991
F8 5.858 -1.947 -1.020
F9 7.601 -3.196 0.017
F10 7.952 -1.054 -0.815
F11 8.864 -2.898 -1.893
F12 7.160 -1.666 -2.798
B1 3.205 -3.805 4.468
F13 4.496 -3.762 3.912
F14 3.195 -3.184 5.731
F15 2.367 -3.160 3.653
F16 2.801 -5.051 4.610
B2 1.450 1.090 -0.212
F17 0.929 2.267 0.301
F18 2.762 1.087 -0.287
F19 0.999 0.053 0.583
F20 0.996 1.010 -1.529

Summary:
LUMO energy in eV: -3.09
Kohn-Sham gap in eV: 2.500
ΔE to the lowest compared entry with this formula, charge and spin in kcal/mol: 0.00
HOMO in eV: -5.586

Löwdin population analysis, charges in e, atoms 1 to 4: 0.0422 -0.3212 0.1576 0.1273

---

(2)
Entry from the Open Molecules 2025 dataset: a cluster of 8 separate species, C23H52BO15 in total (ωB97M-V/def2-TZVPD).

Atoms and positions in Å:
O1 -2.890 0.946 1.951
C1 -1.885 0.596 1.409
O2 -1.721 0.015 0.247
B1 -0.292 -0.108 -0.086
O3 0.404 0.347 1.117
C2 -0.453 0.783 2.004
O4 -0.217 1.243 3.084
O5 0.045 0.720 -1.262
C3 0.265 -0.034 -2.324
O6 0.498 0.357 -3.429
C4 0.227 -1.495 -1.827
O7 0.017 -1.482 -0.543
O8 0.316 -2.467 -2.523
C5 -2.937 1.592 5.578
C6 -4.219 1.945 4.872
C7 -5.122 2.772 5.783
O9 -3.915 2.811 3.754
H1 -2.357 2.515 5.666
H2 -2.321 0.885 5.023
H3 -3.099 1.252 6.605
H4 -4.758 1.076 4.475
H5 -4.548 3.580 6.237
H6 -5.633 2.070 6.443
H7 -5.856 3.314 5.181
H8 -3.227 2.342 3.239
C8 -4.535 -3.402 1.345
C9 -4.759 -2.479 0.149
C10 -3.502 -2.361 -0.693
O10 -5.754 -3.073 -0.708
H9 -3.998 -2.833 2.109
H10 -4.044 -4.340 1.094
H11 -5.473 -3.670 1.847
H12 -5.072 -1.497 0.511
H13 -2.575 -2.476 -0.134
H14 -3.405 -1.423 -1.244
H15 -3.489 -3.107 -1.491
H16 -6.407 -3.495 -0.143
C11 2.793 -1.519 3.116
C12 3.977 -2.171 2.405
C13 5.294 -1.542 2.795
O11 4.041 -3.575 2.763
H17 2.914 -1.484 4.201
H18 1.851 -2.013 2.875
H19 2.708 -0.510 2.705
H20 3.756 -2.085 1.340
H21 5.600 -1.774 3.814
H22 5.247 -0.462 2.626
H23 6.073 -1.927 2.132
H24 3.779 -3.587 3.689
C14 1.199 -3.360 -5.903
C15 2.113 -2.181 -5.580
C16 3.431 -2.161 -6.293
O12 1.393 -0.974 -5.770
H25 1.570 -4.340 -5.601
H26 0.965 -3.368 -6.975
H27 0.234 -3.172 -5.431
H28 2.315 -2.261 -4.500
H29 3.852 -1.162 -6.148
H30 3.382 -2.381 -7.360
H31 4.132 -2.830 -5.789
H32 0.999 -0.645 -4.951
C17 -0.002 5.301 -3.009
C18 0.016 4.768 -4.432
C19 -0.911 3.565 -4.537
O13 -0.362 5.833 -5.304
H33 -0.996 5.691 -2.731
H34 0.677 6.134 -2.814
H35 0.109 4.580 -2.194
H36 1.044 4.475 -4.646
H37 -1.950 3.768 -4.272
H38 -0.595 2.837 -3.783
H39 -0.844 3.064 -5.501
H40 -0.955 6.409 -4.814
C20 0.928 5.834 3.245
C21 1.076 4.309 3.024
O14 0.530 3.683 4.159
H41 1.417 6.325 2.398
H42 1.407 6.114 4.179
H43 -0.134 6.061 3.209
H44 2.113 3.985 2.862
H45 0.533 4.138 2.080
H46 0.426 2.732 3.965
C22 4.113 -4.767 -0.611
C23 2.828 -4.022 -0.888
O15 2.290 -4.591 -2.076
H47 4.931 -4.531 -1.302
H48 4.024 -5.850 -0.732
H49 4.561 -4.648 0.380
H50 3.082 -2.958 -0.941
H51 2.149 -4.179 -0.043
H52 1.571 -3.998 -2.352

Summary:
LUMO energy in eV: 2.36
Total charge: -1
Kohn-Sham gap in eV: 9.846
HOMO in eV: -7.482

Löwdin population analysis, charges in e, atoms 1 to 4: 0.1538 -0.3554 0.2294 -0.8629

---

(3)
Entry from the Open Molecules 2025 dataset: a structure of composition C23H52HfO3P4S (ωB97M-V/def2-TZVPD).

Atoms and positions in Å:
Hf1 0.948 0.367 -0.763
P1 -0.828 0.405 1.296
P2 2.518 1.289 1.032
P3 -1.618 -2.967 -0.874
H1 5.655 -4.149 -0.938
C1 5.171 -4.430 -1.869
C2 5.027 -3.598 -2.916
H2 5.455 -2.600 -2.950
C3 -0.589 -0.796 2.659
C4 -0.774 1.986 2.227
C5 -2.643 0.266 1.103
C6 4.177 1.264 0.315
C7 2.433 3.073 1.364
C8 2.755 0.494 2.647
C9 -0.893 -4.286 -1.832
C10 -2.795 -2.039 -1.843
C11 -2.257 -3.527 0.677
H3 4.942 -5.502 -1.987
H4 4.616 -3.998 -3.857
H5 -1.171 -0.464 3.532
H6 0.470 -0.856 2.935
H7 -0.935 -1.789 2.350
H8 -1.632 2.004 2.913
H9 -0.855 2.840 1.542
H10 0.150 2.077 2.811
H11 -3.117 0.691 1.995
H12 -2.954 -0.779 1.008
H13 -2.979 0.821 0.221
H14 4.863 1.721 1.039
H15 4.204 1.801 -0.637
H16 4.483 0.232 0.134
H17 3.263 3.317 2.039
H18 1.478 3.371 1.809
H19 2.562 3.601 0.409
H20 3.739 0.795 3.029
H21 2.740 -0.600 2.540
H22 1.974 0.796 3.358
H23 -1.568 -5.148 -1.755
H24 0.097 -4.528 -1.421
H25 -0.764 -3.959 -2.872
H26 -3.574 -2.744 -2.193
H27 -2.289 -1.591 -2.713
H28 -3.270 -1.229 -1.269
H29 -2.789 -4.461 0.445
H30 -2.948 -2.804 1.122
H31 -1.437 -3.732 1.371
C12 2.493 -2.281 -0.883
C13 2.153 -3.011 0.273
C14 3.012 -3.015 1.352
C15 4.313 -2.518 1.205
C16 4.734 -2.019 -0.032
C17 3.796 -1.786 -1.016
S1 1.277 -1.857 -2.100
H32 -0.416 -2.248 -0.668
H33 1.170 -3.453 0.344
H34 2.680 -3.431 2.312
H35 5.001 -2.547 2.033
H36 5.794 -1.860 -0.230
H37 4.035 -1.276 -1.950
C18 -5.094 2.159 -2.470
C19 -3.691 1.938 -2.975
O1 -2.833 1.487 -1.832
P4 -1.180 1.660 -1.640
O2 -0.884 3.193 -2.154
C20 -1.565 4.377 -1.582
C21 -1.923 5.319 -2.701
O3 1.792 1.518 -1.962
C22 2.323 2.399 -2.935
C23 1.760 2.106 -4.310
H38 -5.495 1.252 -1.999
H39 -5.764 2.418 -3.302
H40 -5.126 2.981 -1.742
H41 -3.656 1.146 -3.735
H42 -3.229 2.847 -3.384
H43 -0.856 4.859 -0.896
H44 -2.440 4.030 -1.009
H45 -2.809 5.005 -3.269
H46 -2.144 6.302 -2.269
H47 -1.087 5.451 -3.398
H48 2.085 3.424 -2.637
H49 3.416 2.312 -2.933
H50 0.689 2.320 -4.344
H51 2.275 2.748 -5.029
H52 1.907 1.063 -4.609

Summary:
LUMO energy in eV: -15.39
Total charge: +4
Kohn-Sham gap in eV: 2.455
ΔE to the lowest compared entry with this formula, charge and spin in kcal/mol: 17.43
HOMO in eV: -17.844

Löwdin population analysis, charges in e, atoms 1 to 4: 0.9769 0.6957 0.7223 0.8120

---

(4)
Entry from the Open Molecules 2025 dataset: a structure of composition C23H52O3P4SSm (ωB97M-V/def2-TZVPD).

Atoms and positions in Å:
Sm1 0.032 0.342 0.142
P1 -1.019 -2.342 0.959
P2 1.268 -0.147 2.803
P3 -1.228 -0.534 -2.259
H1 3.522 -0.363 0.637
C1 3.185 0.046 -0.321
C2 2.963 1.358 -0.528
H2 3.077 2.087 0.278
C3 0.044 -3.785 0.571
C4 -1.483 -2.716 2.696
C5 -2.585 -2.841 0.135
C6 2.636 1.036 3.090
C7 0.300 0.038 4.352
C8 2.131 -1.723 3.171
C9 -0.424 0.830 -3.222
C10 -2.892 -0.390 -2.984
C11 -0.694 -2.098 -3.072
H3 3.004 -0.713 -1.093
H4 2.628 1.751 -1.495
H5 -0.497 -4.710 0.828
H6 0.973 -3.720 1.160
H7 0.280 -3.776 -0.504
H8 -1.917 -3.727 2.726
H9 -2.238 -1.990 3.028
H10 -0.613 -2.678 3.363
H11 -2.835 -3.864 0.457
H12 -2.484 -2.809 -0.960
H13 -3.385 -2.155 0.448
H14 3.283 0.666 3.898
H15 2.220 2.015 3.358
H16 3.216 1.167 2.169
H17 0.918 -0.247 5.218
H18 -0.596 -0.594 4.328
H19 -0.038 1.079 4.449
H20 2.678 -1.607 4.118
H21 2.833 -1.955 2.361
H22 1.430 -2.564 3.236
H23 -0.583 0.631 -4.292
H24 0.664 0.903 -3.042
H25 -0.905 1.787 -2.956
H26 -2.811 -0.551 -4.068
H27 -3.287 0.618 -2.795
H28 -3.554 -1.146 -2.545
H29 -0.717 -1.955 -4.166
H30 -1.389 -2.911 -2.806
H31 0.325 -2.370 -2.752
C12 3.966 -1.105 -4.888
C13 4.262 -2.342 -5.495
C14 5.390 -2.487 -6.308
C15 6.220 -1.385 -6.556
C16 5.913 -0.129 -5.993
C17 4.774 0.028 -5.169
S1 2.467 -0.952 -3.962
H32 2.859 -0.302 -2.789
H33 3.574 -3.162 -5.297
H34 5.610 -3.474 -6.715
H35 7.115 -1.493 -7.179
H36 6.571 0.731 -6.186
H37 4.466 0.997 -4.742
C18 -4.052 0.235 4.780
C19 -4.423 0.245 3.327
O1 -3.247 -0.161 2.542
P4 -2.307 0.828 1.641
O2 -2.919 2.315 1.804
C20 -2.501 3.201 2.911
C21 -3.744 3.837 3.471
O3 -0.265 2.363 -0.137
C22 -0.376 3.770 -0.318
C23 -1.583 4.133 -1.154
H38 -3.583 -0.704 5.096
H39 -4.953 0.352 5.387
H40 -3.359 1.050 5.014
H41 -5.173 -0.506 3.103
H42 -4.763 1.213 2.969
H43 -1.940 2.622 3.663
H44 -1.800 3.906 2.450
H45 -4.364 3.085 3.965
H46 -3.444 4.582 4.209
H47 -4.340 4.321 2.693
H48 -0.406 4.278 0.658
H49 0.549 4.109 -0.804
H50 -2.461 3.639 -0.741
H51 -1.708 5.215 -1.196
H52 -1.464 3.775 -2.174

Summary:
LUMO energy (alpha / beta) in eV: -12.09 / -12.07
Total charge: +3
Expectation value of S²: 8.77
Kohn-Sham gap (alpha / beta) in eV: 2.378 / 2.396
HOMO (alpha / beta) in eV: -14.467 / -14.467
Spin multiplicity: 6

Löwdin population analysis, charges in e, atoms 1 to 4: 0.9984 0.6752 0.7199 0.7023

---

(5)
Entry from the Open Molecules 2025 dataset: a structure of composition C23H52P4SeTl (ωB97M-V/def2-TZVPD).

Atoms and positions in Å:
Tl1 -0.491 -0.069 -0.354
P1 -3.400 -0.169 -0.608
P2 0.072 -2.816 -0.130
P3 -0.081 2.683 -0.193
H1 3.843 -0.973 -1.904
C1 4.053 0.026 -1.505
C2 4.516 0.203 -0.258
H2 4.758 -0.633 0.394
C3 -4.195 -0.233 -2.263
C4 -4.228 -1.604 0.177
C5 -4.356 1.205 0.136
C6 1.864 -3.168 0.020
C7 -0.696 -3.974 1.065
C8 -0.369 -3.559 -1.749
C9 1.673 3.187 -0.092
C10 -0.923 3.658 1.107
C11 -0.664 3.452 -1.748
H3 3.903 0.876 -2.184
H4 4.803 1.192 0.106
H5 -5.283 -0.321 -2.137
H6 -3.798 -1.103 -2.803
H7 -3.942 0.688 -2.804
H8 -5.287 -1.638 -0.120
H9 -4.147 -1.503 1.269
H10 -3.720 -2.524 -0.155
H11 -5.427 1.084 -0.083
H12 -3.995 2.151 -0.296
H13 -4.194 1.205 1.223
H14 2.115 -4.074 -0.553
H15 2.107 -3.317 1.082
H16 2.454 -2.317 -0.358
H17 -0.601 -5.011 0.710
H18 -1.761 -3.730 1.168
H19 -0.220 -3.866 2.050
H20 0.033 -4.584 -1.774
H21 0.051 -2.960 -2.573
H22 -1.465 -3.580 -1.855
H23 1.815 4.140 -0.623
H24 2.312 2.416 -0.552
H25 1.970 3.298 0.959
H26 -0.819 4.734 0.906
H27 -0.505 3.422 2.097
H28 -1.991 3.399 1.121
H29 -0.294 4.488 -1.779
H30 -1.764 3.446 -1.771
H31 -0.290 2.884 -2.614
C12 1.287 0.091 -5.013
C13 2.643 -0.174 -4.770
C14 3.573 -0.147 -5.817
C15 3.154 0.123 -7.132
C16 1.795 0.375 -7.385
C17 0.866 0.373 -6.330
Se1 -0.051 0.034 -3.565
H32 1.001 0.123 -2.451
H33 2.976 -0.388 -3.751
H34 4.628 -0.342 -5.605
H35 3.888 0.128 -7.949
H36 1.469 0.577 -8.411
H37 -0.186 0.586 -6.538
C18 -2.625 0.410 4.316
C19 -1.226 1.014 4.244
P4 -0.152 0.235 2.981
C20 1.487 1.047 3.289
C21 1.906 1.340 4.724
C22 0.137 -1.456 3.706
C23 0.195 -1.607 5.226
H38 -3.134 0.413 3.346
H39 -3.252 0.993 5.000
H40 -2.616 -0.619 4.693
H41 -1.290 2.084 4.001
H42 -0.728 0.923 5.215
H43 2.230 0.401 2.798
H44 1.446 1.981 2.707
H45 2.213 0.440 5.267
H46 2.773 2.009 4.709
H47 1.129 1.849 5.301
H48 -0.686 -2.074 3.308
H49 1.073 -1.835 3.256
H50 -0.672 -1.173 5.738
H51 0.209 -2.674 5.479
H52 1.102 -1.171 5.660

Summary:
LUMO energy in eV: -11.49
Total charge: +3
Kohn-Sham gap in eV: 4.183
ΔE to the lowest compared entry with this formula, charge and spin in kcal/mol: 0.00
HOMO in eV: -15.670

Löwdin population analysis, charges in e, atoms 1 to 4: 0.4397 0.7495 0.7799 0.7636